Record 1
The molecule C2H3N3O. Source: the OMol25 dataset; level of theory: ωB97M-V with the def2-TZVPD basis set.

Last column: Löwdin charge in e.
Atoms and positions in Å:
N (0.585, -1.933, -0.878)  0.20
C (0.389, -0.861, -0.349)  -0.07
C (-0.084, 0.310, 0.090)  -0.38
N (0.611, 1.536, 0.043)  0.06
N (-1.380, 0.289, 0.674)  -0.02
O (-1.872, -0.808, 0.865)  -0.04
H (1.011, -2.683, -0.337)  0.09
H (0.228, 2.155, 0.751)  0.08
H (0.512, 1.994, -0.858)  0.08

Results
HOMO-LUMO gap (alpha / beta) = 8.60 / 8.60 eV
SMILES = N=C=C(N)N=O
energy relative to the best compared isomer or geometry (same formula, charge and spin) = 3.880 eV
calculated total energy = -317.38974 a.u.

Record 2
A structure of composition CH3I3N2O2S in a non-equilibrium geometry. Source: the OMol25 dataset; level of theory: ωB97M-V with the def2-TZVPD basis set.

Last column: Löwdin charge in e.
Atoms and positions in Å:
C (-1.254, -0.367, 1.078)  -0.84
N (2.134, -0.505, -0.290)  -0.11
N (-0.340, -0.658, 0.220)  -0.76
O (0.760, 1.448, 0.792)  -0.27
O (0.398, 0.827, -1.637)  -0.36
S (0.731, 0.519, -0.284)  0.42
I (-2.820, -1.652, 1.396)  0.90
I (-2.684, 2.285, -0.054)  0.04
I (-0.665, -1.965, -1.275)  1.02
H (-1.687, 0.633, 0.953)  -0.26
H (2.925, 0.006, 0.353)  0.15
H (2.503, -0.573, -1.252)  0.06

Results
HOMO-LUMO gap (alpha / beta) = 5.69 / 5.58 eV
energy relative to the best compared isomer or geometry (same formula, charge and spin) = 2.234 eV
calculated total energy = -1591.01463 a.u.

Record 3
A cluster of 2 separate species, C3H11N2O3 in total in a non-equilibrium geometry. Source: the OMol25 dataset; level of theory: ωB97M-V with the def2-TZVPD basis set.

Last column: Löwdin charge in e.
Atoms and positions in Å:
N (1.507, 1.774, -2.483)  0.15
C (0.541, 1.813, -1.495)  -0.61
O (-0.655, 1.614, -2.070)  0.13
O (0.728, 2.017, -0.294)  0.04
H (2.425, 2.191, -2.179)  0.15
H (1.220, 2.139, -3.384)  0.12
H (-0.334, 1.317, -2.937)  0.12
C (-0.834, -1.690, 0.563)  -0.26
O (-1.326, -3.013, 0.813)  -0.04
C (-0.545, -1.074, 1.913)  -0.10
N (0.321, 0.192, 1.712)  0.19
H (-1.565, -1.128, -0.094)  0.15
H (0.146, -1.673, 0.025)  0.13
H (-1.873, -3.318, 0.085)  0.10
H (-1.537, -0.819, 2.414)  0.17
H (0.093, -1.712, 2.477)  0.12
H (-0.078, 0.917, 1.149)  0.10
H (1.162, -0.098, 1.177)  0.17
H (0.604, 0.554, 2.609)  0.16

Results
HOMO-LUMO gap = 11.39 eV
energy relative to the best compared isomer or geometry (same formula, charge and spin) = 1.218 eV
net charge = +1
calculated total energy = -455.90915 a.u.